(1)
# C21H24N6O4

An isolated molecule of C21H24N6O4 in a non-equilibrium geometry (ωB97M-V with the def2-TZVPD basis set, the OMol25 dataset).

Computed properties:
- orbital gap (Eh) = 0.326
- SMILES string = COc1ccc(CCNC(=O)c2nnn(CC(=O)Nc3ccccc3)c2N)cc1OC
- multiplicity = 1
- E (eV) = -39297.440
- energy relative to the best compared isomer or geometry (same formula, charge and spin) (eV) = 2.062
- HOMO energy (eV) = -8.160

Each line ends with the Löwdin charge.
CARTESIAN COORDINATES (ANGSTROEM)
C (1.470, -2.406, -0.617)  -0.070
H (0.520, -2.944, -0.688)  0.099
H (2.060, -2.585, -1.522)  0.099
H (2.022, -2.760, 0.252)  0.075
O (1.268, -1.032, -0.398)  -0.085
C (0.587, -0.320, -1.346)  -0.201
C (0.106, -0.840, -2.540)  0.000
C (-0.586, -0.039, -3.432)  -0.035
C (-0.827, 1.297, -3.156)  -0.245
C (-0.331, 1.823, -1.969)  0.033
C (0.372, 1.040, -1.072)  -0.218
O (0.832, 1.612, 0.102)  -0.111
C (2.231, 1.813, 0.111)  -0.079
H (2.447, 2.427, 0.983)  0.084
H (2.771, 0.864, 0.183)  0.085
H (2.556, 2.346, -0.790)  0.099
H (-0.498, 2.858, -1.708)  0.133
C (-1.701, 2.129, -4.053)  -0.123
H (-1.531, 3.189, -3.854)  0.112
H (-1.483, 1.932, -5.103)  0.115
C (-3.181, 1.786, -3.773)  -0.167
N (-3.436, 1.758, -2.355)  0.068
C (-3.270, 0.601, -1.661)  -0.457
O (-3.363, -0.516, -2.159)  0.049
C (-2.946, 0.781, -0.256)  -0.162
N (-2.724, 1.957, 0.379)  0.061
N (-2.299, 1.739, 1.554)  0.035
N (-2.213, 0.402, 1.746)  -0.061
C (-2.603, -0.250, 0.626)  -0.248
N (-2.706, -1.584, 0.472)  0.200
H (-2.119, -2.180, 1.039)  0.078
H (-2.875, -1.852, -0.490)  0.096
C (-1.778, -0.170, 2.987)  -0.028
H (-1.609, 0.654, 3.683)  0.129
H (-2.560, -0.832, 3.378)  0.141
C (-0.510, -1.013, 2.772)  -0.432
O (-0.592, -2.198, 2.515)  0.058
N (0.630, -0.303, 2.896)  0.157
C (1.952, -0.763, 2.867)  -0.218
C (2.967, 0.183, 2.990)  -0.042
C (4.291, -0.209, 2.984)  -0.081
C (4.620, -1.549, 2.868)  -0.092
C (3.612, -2.493, 2.770)  -0.080
C (2.282, -2.111, 2.772)  -0.033
H (1.501, -2.850, 2.706)  0.101
H (3.861, -3.541, 2.693)  0.107
H (5.655, -1.856, 2.861)  0.100
H (5.069, 0.535, 3.074)  0.105
H (2.711, 1.227, 3.094)  0.109
H (0.538, 0.704, 2.942)  0.149
H (-3.234, 2.598, -1.830)  0.127
H (-3.409, 0.786, -4.146)  0.119
H (-3.840, 2.513, -4.254)  0.116
H (-0.962, -0.475, -4.345)  0.122
H (0.254, -1.880, -2.782)  0.107

***

(2)
# C21H24N6O4

An isolated molecule of C21H24N6O4 in a non-equilibrium geometry (ωB97M-V with the def2-TZVPD basis set, the OMol25 dataset).

Computed properties:
- orbital gap (Eh) = 0.322
- SMILES string = CCOc1ccc(NC(=O)Cn2nnc(C(=O)NCc3ccccc3OC)c2N)cc1
- multiplicity = 1
- E (eV) = -39297.510
- energy relative to the best compared isomer or geometry (same formula, charge and spin) (eV) = 1.992
- HOMO energy (eV) = -7.987

Each line ends with the Löwdin charge.
CARTESIAN COORDINATES (ANGSTROEM)
C (1.445, 5.765, -6.820)  -0.065
C (0.093, 5.231, -6.353)  -0.250
O (-0.005, 5.146, -4.945)  -0.054
C (0.594, 4.119, -4.283)  -0.273
C (1.275, 3.057, -4.868)  -0.014
C (1.823, 2.056, -4.086)  -0.003
C (1.701, 2.096, -2.704)  -0.221
C (1.022, 3.161, -2.112)  -0.016
C (0.479, 4.157, -2.891)  0.000
H (-0.052, 4.982, -2.444)  0.119
H (0.920, 3.199, -1.037)  0.115
N (2.231, 1.107, -1.861)  0.136
C (2.835, -0.050, -2.197)  -0.451
O (3.083, -0.450, -3.313)  0.069
C (3.196, -0.879, -0.945)  -0.028
N (2.058, -1.026, -0.089)  -0.076
C (1.114, -1.993, -0.080)  -0.245
N (1.119, -3.142, -0.791)  0.178
H (1.548, -3.144, -1.703)  0.105
H (0.245, -3.647, -0.690)  0.093
C (0.204, -1.569, 0.898)  -0.146
N (0.639, -0.387, 1.382)  0.064
N (1.723, -0.057, 0.800)  0.008
C (-1.030, -2.274, 1.246)  -0.441
O (-1.366, -3.288, 0.643)  0.042
N (-1.753, -1.688, 2.216)  0.089
H (-1.342, -0.913, 2.714)  0.125
C (-2.963, -2.270, 2.747)  -0.109
C (-2.705, -3.080, 3.993)  -0.133
C (-2.962, -4.438, 4.031)  -0.031
C (-2.719, -5.179, 5.176)  -0.091
C (-2.208, -4.552, 6.295)  -0.087
C (-1.935, -3.194, 6.277)  -0.023
C (-2.178, -2.449, 5.131)  -0.226
O (-1.940, -1.108, 5.013)  -0.097
C (-1.398, -0.420, 6.113)  -0.078
H (-1.287, 0.613, 5.788)  0.095
H (-0.417, -0.817, 6.392)  0.099
H (-2.066, -0.456, 6.980)  0.097
H (-1.532, -2.728, 7.163)  0.101
H (-2.013, -5.117, 7.195)  0.103
H (-2.927, -6.238, 5.190)  0.100
H (-3.354, -4.920, 3.148)  0.116
H (-3.377, -2.915, 1.968)  0.122
H (-3.665, -1.460, 2.969)  0.132
H (3.981, -0.360, -0.388)  0.137
H (3.561, -1.860, -1.257)  0.133
H (2.070, 1.264, -0.868)  0.115
H (2.346, 1.238, -4.553)  0.101
H (1.388, 2.985, -5.938)  0.106
H (-0.698, 5.930, -6.637)  0.122
H (-0.124, 4.260, -6.815)  0.116
H (1.625, 6.743, -6.380)  0.079
H (2.251, 5.100, -6.520)  0.067
H (1.447, 5.858, -7.902)  0.076

***

(3)
# C21H24NO6S

A cluster of 2 separate species, C21H24NO6S in total (ωB97M-V with the def2-TZVPD basis set, the OMol25 dataset).

Computed properties:
- orbital gap (Eh) = 0.253
- multiplicity = 1
- E (eV) = -46769.885
- total charge = +1
- HOMO energy (eV) = -10.946

Each line ends with the Löwdin charge.
CARTESIAN COORDINATES (ANGSTROEM)
O (-4.457, 2.626, 3.336)  0.120
C (-4.131, 1.460, 3.282)  -0.280
C (-4.908, 0.372, 3.939)  -0.086
C (-6.237, 0.581, 4.288)  0.003
C (-6.965, -0.449, 4.866)  -0.051
C (-6.359, -1.678, 5.101)  -0.054
C (-5.025, -1.882, 4.782)  0.001
C (-4.292, -0.857, 4.195)  -0.085
C (-2.856, -1.061, 3.858)  -0.280
O (-2.171, -1.883, 4.430)  0.121
C (-2.309, -0.192, 2.777)  -0.073
C (-1.200, -0.600, 2.046)  0.044
C (-0.699, 0.198, 1.025)  -0.190
C (0.498, -0.186, 0.177)  -0.141
C (0.783, -1.688, 0.024)  -0.183
C (0.641, -2.211, -1.412)  -0.201
C (1.538, -1.458, -2.401)  -0.252
S (0.785, -1.207, -3.996)  0.587
O (-0.175, -2.229, -4.264)  -0.258
O (0.431, 0.173, -4.104)  -0.272
O (2.024, -1.405, -4.991)  -0.174
C (-1.318, 1.426, 0.780)  -0.018
C (-2.413, 1.849, 1.512)  0.013
C (-2.924, 1.029, 2.512)  -0.079
H (-6.679, 1.546, 4.083)  0.122
H (-8.000, -0.280, 5.129)  0.109
H (-6.932, -2.482, 5.544)  0.109
H (-4.567, -2.841, 4.982)  0.122
H (-0.739, -1.544, 2.305)  0.119
H (1.378, 0.345, 0.547)  0.122
H (0.296, 0.230, -0.814)  0.102
H (0.122, -2.280, 0.654)  0.099
H (1.793, -1.924, 0.372)  0.115
H (-0.405, -2.156, -1.712)  0.119
H (0.933, -3.260, -1.432)  0.120
H (2.485, -1.971, -2.563)  0.100
H (1.782, -0.450, -2.081)  0.068
H (2.081, -2.342, -5.230)  0.100
H (-0.934, 2.068, -0.005)  0.116
H (-2.877, 2.801, 1.297)  0.124
C (4.653, 1.656, -4.695)  0.048
C (4.758, 1.045, -3.346)  -0.367
O (4.017, 0.284, -2.831)  0.195
N (6.016, 1.380, -2.520)  0.089
C (6.451, 2.815, -2.479)  0.021
H (3.645, 1.473, -5.060)  0.113
H (4.845, 2.729, -4.677)  0.096
H (5.374, 1.182, -5.367)  0.120
H (6.777, 0.799, -2.885)  0.190
H (5.800, 1.015, -1.588)  0.184
H (6.796, 3.106, -3.465)  0.104
H (7.262, 2.905, -1.762)  0.111
H (5.608, 3.424, -2.166)  0.117

***

(4)
# C21H25BCuN4O4S4

A structure of composition C21H25BCuN4O4S4 in a non-equilibrium geometry (ωB97M-V with the def2-TZVPD basis set, the OMol25 dataset).

Computed properties:
- <S²> = 0.7548
- orbital gap (spin up / spin down) (Eh) = 0.296 / 0.259
- multiplicity = 2
- E (eV) = -124992.155
- energy relative to the best compared isomer or geometry (same formula, charge and spin) (eV) = 0.722
- HOMO energy (spin up / spin down) (eV) = -7.686 / -7.900

Each line ends with the Löwdin spin population.
CARTESIAN COORDINATES (ANGSTROEM)
Cu (-0.638, 0.733, 1.994)  0.643
C (-1.361, -0.683, 5.104)  0.000
N (-1.441, -1.778, 4.181)  0.005
C (-2.389, -2.761, 4.159)  0.003
C (-2.164, -3.502, 3.044)  0.004
N (-1.097, -2.979, 2.382)  0.004
B (-0.509, -3.464, 1.046)  0.002
N (-0.956, -2.547, -0.149)  0.009
C (-0.660, -2.959, -1.413)  0.003
C (-1.242, -2.116, -2.301)  0.005
N (-1.900, -1.170, -1.570)  0.011
C (-2.629, -0.061, -2.115)  0.002
C (-1.696, -1.440, -0.248)  0.011
S (-2.407, -0.469, 0.967)  0.099
C (-0.663, -1.930, 3.086)  0.007
S (0.697, -0.961, 2.729)  0.062
H (-2.046, -0.860, 5.930)  0.000
H (-1.637, 0.252, 4.599)  0.000
H (-0.344, -0.579, 5.482)  0.000
H (-3.132, -2.848, 4.924)  0.000
H (-2.675, -4.369, 2.682)  0.000
H (-0.956, -4.540, 0.816)  0.000
H (0.676, -3.438, 1.103)  0.001
H (-0.060, -3.829, -1.576)  0.000
H (-1.267, -2.123, -3.371)  0.001
H (-2.394, 0.022, -3.175)  0.000
H (-2.338, 0.859, -1.608)  0.000
H (-3.704, -0.199, -1.983)  0.001
C (-1.467, 4.219, 1.937)  0.000
S (-0.886, 2.904, 3.039)  0.002
O (-0.745, 3.468, 4.349)  0.013
O (-1.924, 1.846, 2.957)  0.053
O (0.354, 2.342, 2.474)  0.054
H (-2.167, 4.805, 2.520)  0.000
H (-1.955, 3.755, 1.089)  0.000
H (-0.617, 4.813, 1.629)  0.000
O (0.278, 1.144, 0.000)  0.003
S (0.591, 0.261, -1.150)  0.000
C (2.349, -0.164, -1.110)  0.000
C (2.748, -1.157, -1.991)  0.000
C (4.073, -1.548, -2.016)  0.000
C (4.979, -0.955, -1.152)  0.000
C (4.560, 0.012, -0.253)  0.000
C (3.235, 0.418, -0.226)  0.000
C (0.716, 1.419, -2.554)  0.000
C (0.802, 2.769, -2.273)  0.000
C (0.725, 3.682, -3.309)  0.000
C (0.570, 3.237, -4.611)  0.000
C (0.506, 1.881, -4.888)  0.000
C (0.575, 0.963, -3.854)  0.000
H (2.021, -1.624, -2.638)  0.000
H (4.392, -2.315, -2.703)  0.000
H (6.012, -1.266, -1.173)  0.000
H (5.269, 0.450, 0.431)  0.000
H (2.889, 1.154, 0.484)  0.000
H (0.897, 3.087, -1.246)  0.000
H (0.775, 4.739, -3.100)  0.000
H (0.486, 3.947, -5.417)  0.000
H (0.389, 1.544, -5.907)  0.000
H (0.503, -0.095, -4.055)  0.000